ORCA calculation (ωB97M-V/def2-TZVPD) on a molecular structure, C25H22BrIrN4O6S in a non-equilibrium geometry.

Each line ends with the Löwdin charge.
Cartesian coordinates (Å):
Ir -0.023 0.423 -0.702  1.45
Br -5.811 4.108 2.605  0.75
C -4.384 4.317 1.383  -0.67
C -4.209 5.525 0.725  -0.18
N -3.223 5.723 -0.146  0.08
C -2.372 4.728 -0.377  -0.06
C -2.485 3.485 0.235  -0.11
C -3.523 3.269 1.130  -0.04
C -1.527 2.393 -0.088  -0.63
O -0.560 2.609 -0.836  -0.06
O -1.684 1.213 0.339  -0.12
H -4.877 6.359 0.905  0.11
H -1.566 4.917 -1.074  0.12
H -3.641 2.303 1.604  0.12
N 2.130 -1.953 5.753  0.18
C 1.486 -0.800 5.452  -0.49
O 1.108 -0.020 6.300  0.07
C 1.232 -0.528 3.986  -0.10
C 0.578 0.658 3.677  0.04
C 0.270 0.941 2.364  -0.06
N 0.573 0.097 1.375  -0.03
C 1.214 -1.038 1.655  -0.10
C 1.570 -1.378 2.944  0.03
H 2.313 -2.146 6.723  0.12
H 2.458 -2.594 5.057  0.09
H 0.316 1.337 4.475  0.13
H -0.241 1.851 2.092  0.12
H 1.448 -1.689 0.825  0.10
H 2.105 -2.306 3.087  0.12
C -2.902 -3.431 -3.150  -0.06
C -2.602 -3.312 -1.651  -0.64
C -1.797 -4.527 -1.172  -0.06
C -3.924 -3.216 -0.872  -0.06
C -1.814 -2.095 -1.385  -0.13
C -1.172 -1.107 -1.130  -0.18
H -3.476 -4.342 -3.334  0.08
H -1.981 -3.476 -3.732  0.08
H -3.489 -2.578 -3.491  0.08
H -2.342 -5.446 -1.402  0.08
H -1.636 -4.474 -0.094  0.08
H -0.823 -4.562 -1.662  0.08
H -4.530 -4.105 -1.061  0.08
H -4.484 -2.333 -1.182  0.08
H -3.733 -3.138 0.199  0.08
O 1.072 1.040 -2.864  0.02
C 2.087 0.556 -2.374  -0.53
N 2.036 -0.003 -1.148  -0.19
S 3.484 -0.622 -0.660  0.65
O 3.949 0.065 0.509  -0.28
O 3.419 -2.055 -0.588  -0.29
C 4.341 -0.109 -2.132  -0.20
C 5.665 -0.285 -2.473  -0.03
C 6.063 0.166 -3.727  -0.06
C 5.155 0.764 -4.597  -0.05
C 3.826 0.939 -4.233  0.01
C 3.433 0.494 -2.985  -0.13
H 6.358 -0.762 -1.793  0.13
H 7.093 0.047 -4.035  0.11
H 5.493 1.093 -5.570  0.11
H 3.101 1.395 -4.895  0.13

Results
Charge ... 0
DFT total energy ... -4712.80313 hartree
Frontier orbital gap (alpha / beta) ... 6.9 / 6.9 eV
E_HOMO (alpha / beta) ... -8.02 / -8.02 eV
E_LUMO (alpha / beta) ... -1.09 / -1.09 eV